No. 1
{"formula": "C30H48P2Ru", "method": "the ωB97M-V functional and the def2-TZVPD basis", "species": ["Ru", "C", "C", "C", "C", "C", "C", "H", "H", "H", "C", "H", "H", "H", "C", "H", "H", "H", "C", "H", "H", "H", "C", "H", "H", "H", "C", "C", "C", "C", "C", "C", "C", "C", "H", "H", "H", "H", "H", "H", "H", "H", "H", "H", "H", "H", "P", "P", "C", "C", "H", "H", "H", "H", "C", "H", "H", "H", "C", "H", "H", "H", "C", "H", "H", "H", "C", "H", "H", "H", "C", "C", "C", "C", "C", "C", "H", "H", "H", "H", "H"], "positions_angstrom": [[-0.3543, -0.1165, 1.3444], [-0.3687, -2.1137, 2.2216], [1.0197, -2.4990, 2.0328], [0.9878, -0.9406, 3.7305], [-0.3862, -1.1500, 3.3393], [1.8156, -1.7497, 2.9195], [-1.5654, -2.8999, 1.8354], [-1.3702, -3.4868, 0.9320], [-2.4092, -2.2195, 1.6579], [-1.8502, -3.5925, 2.6453], [-1.5872, -0.9527, 4.1871], [-2.4872, -1.1816, 3.6090], [-1.6666, 0.0794, 4.5422], [-1.5508, -1.6177, 5.0658], [1.4499, -0.1735, 4.9066], [1.8367, -0.8471, 5.6902], [0.6289, 0.4089, 5.3352], [2.2671, 0.5159, 4.6389], [3.2740, -1.9443, 3.1541], [3.4295, -2.5454, 4.0617], [3.8017, -0.9918, 3.2998], [3.7395, -2.4689, 2.3140], [1.4681, -3.6401, 1.2078], [1.7717, -4.4753, 1.8602], [2.3335, -3.3934, 0.5721], [0.6547, -3.9972, 0.5673], [-1.7295, 0.4692, -4.0597], [-1.6971, -0.8728, -4.1487], [-0.9029, -1.6315, -5.1606], [0.5321, -1.0979, -5.4410], [1.2537, -0.4848, -4.2782], [1.3100, 0.8365, -4.0396], [0.4021, 1.8619, -4.6475], [-1.0397, 1.3962, -5.0121], [-1.4459, -1.6443, -6.1218], [0.4849, -0.3901, -6.2807], [-0.8246, -2.6860, -4.8563], [-1.0300, 0.9679, -6.0240], [-2.4184, 0.9609, -3.3630], [-2.3950, -1.4810, -3.5641], [-1.6615, 2.3068, -5.0664], [0.3238, 2.7277, -3.9679], [2.1298, 1.2453, -3.4379], [0.8614, 2.2538, -5.5735], [1.1348, -1.9532, -5.7940], [1.9151, -1.1694, -3.7338], [-1.1629, -0.2159, -0.6661], [1.4883, 0.9814, 0.5710], [-0.3390, 1.1785, -1.5327], [0.8691, 1.8831, -0.8997], [-1.1058, 1.9069, -1.8299], [-0.0215, 0.7016, -2.4632], [1.6853, 1.9847, -1.6290], [0.5943, 2.9052, -0.6078], [2.2297, 2.1744, 1.7034], [2.7338, 1.6147, 2.5041], [1.4445, 2.8039, 2.1396], [2.9635, 2.7971, 1.1702], [2.8493, -0.0787, 0.0283], [3.3034, 0.3107, -0.8928], [2.4833, -1.0993, -0.1403], [3.6075, -0.1016, 0.8233], [-2.9514, -0.1550, -0.8337], [-3.3753, -1.0284, -0.3087], [-3.2573, -0.1776, -1.8907], [-3.3257, 0.7590, -0.3473], [-0.5887, -1.7765, -1.3956], [0.3814, -2.0650, -0.9718], [-0.4829, -1.6782, -2.4830], [-1.3338, -2.5579, -1.1789], [-2.1219, 4.2369, 2.9611], [-1.5203, 3.3184, 3.8280], [-0.9895, 2.1269, 3.3281], [-1.1582, 1.7832, 1.9864], [-1.7862, 2.6835, 1.1207], [-2.2278, 3.9241, 1.6030], [-2.4968, 5.1857, 3.3451], [-1.4504, 3.5217, 4.9032], [-0.4335, 1.4626, 3.9805], [-1.9278, 2.4316, 0.0744], [-2.6621, 4.6359, 0.9006]], "mulliken_spin": [3.27, 0.29, 0.20, 0.05, 0.48, 0.23, 0.01, 0.01, 0.00, 0.00, -0.02, 0.01, 0.01, 0.01, -0.03, 0.02, 0.00, 0.01, 0.03, 0.01, 0.01, 0.00, -0.07, 0.03, 0.01, 0.00, 0.00, 0.00, 0.00, 0.00, 0.00, 0.00, 0.00, 0.00, 0.00, 0.00, 0.00, 0.00, 0.00, 0.00, 0.00, 0.00, 0.00, 0.00, 0.00, 0.00, 0.00, 0.10, 0.06, 0.03, -0.01, -0.02, 0.00, 0.00, 0.03, 0.00, -0.01, 0.01, 0.10, 0.00, -0.04, 0.01, 0.01, 0.00, 0.00, 0.00, 0.08, -0.05, 0.05, 0.02, 0.04, -0.01, 0.04, 0.05, -0.09, -0.01, 0.00, 0.00, 0.00, 0.03, 0.00], "multiplicity": 6, "total_charge": 1, "energy_ev": -53037.510, "s2": 8.778, "de_lowest_kj_mol": 89.5}

---

No. 2
{"formula": "C30H48P2Sc", "method": "the ωB97M-V functional and the def2-TZVPD basis", "species": ["Sc", "C", "C", "C", "C", "C", "C", "H", "H", "H", "C", "H", "H", "H", "C", "H", "H", "H", "C", "H", "H", "H", "C", "H", "H", "H", "C", "C", "C", "C", "C", "C", "C", "C", "H", "H", "H", "H", "H", "H", "H", "H", "H", "H", "H", "H", "P", "C", "C", "P", "C", "C", "C", "H", "H", "H", "H", "H", "H", "H", "H", "H", "H", "H", "H", "H", "H", "C", "C", "C", "C", "C", "C", "C", "H", "H", "H", "H", "H", "H", "H"], "positions_angstrom": [[0.2961, -0.2681, 0.3920], [-0.7564, -2.1777, 1.7051], [0.5402, -2.5643, 1.1979], [0.8429, -0.9649, 2.8492], [-0.5592, -1.1497, 2.6742], [1.5227, -1.7902, 1.9061], [-2.0668, -2.8859, 1.5892], [-2.1348, -3.5454, 0.7218], [-2.8747, -2.1474, 1.5274], [-2.2649, -3.5274, 2.4630], [-1.6520, -0.6167, 3.5339], [-2.6003, -1.1281, 3.3456], [-1.8144, 0.4511, 3.3391], [-1.4053, -0.7318, 4.6021], [1.5313, -0.3042, 3.9900], [0.8647, -0.2070, 4.8561], [1.9081, 0.6926, 3.7241], [2.3983, -0.9011, 4.3159], [2.9899, -2.0011, 1.9044], [3.3316, -2.6667, 2.7146], [3.5084, -1.0462, 2.0663], [3.3391, -2.4310, 0.9642], [0.8824, -3.7219, 0.3236], [1.4427, -4.5052, 0.8662], [1.5328, -3.4068, -0.5098], [-0.0047, -4.1997, -0.0990], [-1.3113, 1.0076, -2.7062], [-1.8587, -0.2483, -3.2449], [-1.2564, -1.0216, -4.3244], [0.2797, -1.2727, -4.2278], [0.9233, -1.0337, -2.8831], [1.8156, 0.1675, -2.7276], [1.2657, 1.4439, -3.4121], [-0.2168, 1.6834, -3.6115], [-1.4992, -0.5487, -5.2909], [0.7752, -0.7061, -5.0395], [-1.7659, -1.9952, -4.3357], [-0.4871, 1.4800, -4.6563], [-2.1381, 1.7535, -2.6255], [-2.9486, -0.3810, -3.2084], [-0.3845, 2.7676, -3.4730], [1.6321, 2.3581, -2.9457], [2.7787, -0.0445, -3.2596], [1.7347, 1.4495, -4.4068], [0.4413, -2.3372, -4.4665], [1.3026, -1.9629, -2.4104], [-2.3101, -0.4807, -0.6660], [-3.8776, 0.3509, -1.1101], [-1.9873, -2.1134, -1.4561], [2.4730, 0.4472, -1.0681], [-0.8938, 0.5035, -1.3636], [3.9046, -0.7077, -1.0297], [3.2948, 2.1037, -1.1398], [-3.9179, 1.3047, -0.5609], [-4.7194, -0.2810, -0.7968], [-3.9694, 0.5714, -2.1779], [-1.1739, -2.0837, -2.1832], [-2.9169, -2.4988, -1.8971], [-1.6631, -2.8482, -0.7212], [3.0281, 2.7101, -2.0069], [4.3847, 1.9399, -1.1440], [3.0199, 2.6528, -0.2298], [-0.5114, 1.2524, -0.6467], [-0.1133, -0.3263, -1.5770], [4.2294, -0.8016, 0.0126], [4.7547, -0.3401, -1.6227], [3.6192, -1.7072, -1.4024], [0.3160, 1.8829, 1.3634], [-0.4966, 2.6638, 2.3131], [-0.5435, 2.3555, 3.6894], [-1.2473, 3.1271, 4.6102], [-1.8913, 4.3016, 4.1801], [-1.8785, 4.6236, 2.8119], [-1.2495, 3.7907, 1.8869], [0.5225, 2.4833, 0.4719], [1.2492, 1.4978, 1.8225], [-0.0188, 1.4666, 4.0544], [-1.2755, 2.8295, 5.6627], [-2.3857, 4.9481, 4.9090], [-2.3534, 5.5479, 2.4797], [-1.2822, 4.0194, 0.8250]], "mulliken_charge": [-1.28, 1.05, 1.04, 0.80, 0.58, 0.91, -1.82, 0.62, 0.43, 0.37, -1.68, 0.48, 0.17, 0.31, -1.98, 0.45, 0.27, 0.49, -2.04, 0.39, 0.44, 0.44, -1.76, 0.38, 0.19, 0.37, 1.62, -1.16, -1.04, -1.15, -0.42, -0.11, -0.81, -1.79, 0.50, 0.38, 0.43, 0.25, 0.54, 0.11, 0.58, -0.12, 0.86, 0.38, 0.39, 0.30, 0.98, -1.37, -0.02, 1.75, 1.55, -1.64, -1.45, 0.33, 0.39, 0.53, -0.07, 0.55, -0.75, 0.51, 0.47, 0.32, 0.66, -2.31, 0.42, 0.53, 0.37, -0.74, 0.01, 0.31, -1.10, -0.50, -0.71, -0.60, 0.75, 0.33, 0.62, 0.41, 0.38, 0.39, 0.39], "multiplicity": 1, "total_charge": 1, "energy_ev": -71156.125, "de_lowest_kj_mol": 70.3}